Density functional theory data (the ωB97M-V functional and the def2-TZVPD basis) for a molecular structure, C21H36P2TcTe at a distorted geometry.

Summary:
LUMO energy (spin up / spin down) (eV): -7.1315 / -8.0433
Energy relative to the best compared isomer or geometry (same formula, charge and spin) (kJ/mol): 0.0
Electronic energy (eV): -50408.734
HOMO (spin up / spin down) (eV): -13.81 / -14.09
Net charge: +2
Spin multiplicity: 4
Gap between HOMO and LUMO (spin up / spin down) (eV): 6.68 / 6.05

Last column: Löwdin charge in e.
Cartesian coordinates (Å):
P1 0.0981 2.6991 0.7076  0.80
P2 -0.2876 0.7463 -2.6175  0.54
C1 0.0956 3.2569 -1.0650  -0.42
C2 -0.5956 2.5283 -2.2112  -0.37
H1 1.0676 3.6662 -1.3680  0.08
H2 -0.5400 4.1281 -0.8868  0.06
H3 -1.6719 2.7437 -2.2247  0.11
H4 -0.1984 2.9317 -3.1416  0.02
C3 1.1307 0.6315 -3.7292  -0.22
H5 1.0650 -0.3744 -4.1686  0.07
H6 2.0865 0.7107 -3.1824  0.06
H7 1.1061 1.3824 -4.5231  0.05
C4 -1.8008 0.1886 -3.3598  -0.25
H8 -1.8648 0.5980 -4.3788  0.08
H9 -2.6740 0.5236 -2.7801  0.08
H10 -1.7803 -0.9077 -3.4004  0.04
C5 1.5280 3.5352 1.4962  -0.19
H11 1.5336 3.2696 2.5683  0.07
H12 1.5223 4.6374 1.3924  0.07
H13 2.4515 3.1355 1.0357  0.06
C6 -1.4938 3.2019 1.4709  -0.18
H14 -2.3360 2.7409 0.9153  0.07
H15 -1.6912 4.2917 1.5300  0.08
H16 -1.5154 2.8038 2.5024  0.07
Tc1 0.6877 0.9609 -0.6096  0.69
C7 -0.5927 4.7597 -4.1581  -0.10
C8 0.7158 4.4116 -4.3333  -0.11
C9 1.7971 5.4274 -4.3300  -0.17
C10 1.7455 6.4551 -3.1644  -0.17
C11 1.2085 5.9291 -1.8704  -0.12
C12 -0.0736 6.1158 -1.5160  -0.14
C13 -1.1226 6.6425 -2.4570  -0.16
C14 -1.0463 6.1683 -3.9254  -0.17
C15 0.5278 0.1680 1.4098  -0.32
H17 -1.3973 4.0587 -4.3642  0.11
H18 1.0394 3.4134 -4.6364  0.09
H19 1.8124 6.0419 -5.2532  0.14
H20 2.7541 4.9047 -4.3097  0.11
H21 2.7767 6.8080 -2.9935  0.13
H22 1.2225 7.3500 -3.5165  0.11
H23 1.9595 5.5334 -1.1694  0.11
H24 -0.4330 5.9869 -0.4920  0.10
H25 -1.1307 7.7370 -2.4821  0.13
H26 -2.0905 6.3511 -2.0409  0.11
H27 -2.0609 6.2226 -4.3191  0.12
H28 -0.5006 6.9081 -4.5103  0.11
H29 -0.2480 -0.6081 1.5555  -0.04
H30 0.3196 0.8923 2.2318  -0.01
H31 1.5008 -0.3049 1.6282  0.03
Te1 -0.1944 -1.5986 -0.8518  1.11
C16 -0.0439 -3.0265 0.8267  -0.56
C17 1.2104 -3.5569 1.0930  -0.15
C18 1.3795 -4.4583 2.1627  -0.05
C19 0.2575 -4.8471 2.9135  -0.05
C20 -1.0238 -4.3357 2.6244  -0.04
C21 -1.1656 -3.4192 1.5507  -0.13
H32 2.0312 -3.2914 0.4448  0.09
H33 2.3438 -4.8889 2.3949  0.11
H34 0.3729 -5.5742 3.7180  0.12
H35 -1.8675 -4.6788 3.1947  0.11
H36 -2.1367 -3.0591 1.2601  0.09

---

Density functional theory data (the ωB97M-V functional and the def2-TZVPD basis) for 3 unconnected molecules or ions with the total composition CH10N3O2 at a distorted geometry.

Summary:
LUMO energy (eV): -2.9515
Energy relative to the best compared isomer or geometry (same formula, charge and spin) (kJ/mol): 97.9
Electronic energy (eV): -9759.204
HOMO (eV): -15.07
Net charge: +1
Gap between HOMO and LUMO (eV): 12.12

Last column: Löwdin charge in e.
Cartesian coordinates (Å):
N1 -0.7914 -0.2592 -0.3939  0.17
C1 -0.0812 -1.4031 -0.4097  -0.47
N2 0.8398 -1.7096 0.4801  0.23
N3 -0.4646 -2.2985 -1.3480  0.19
H1 -0.4141 0.5850 0.0371  0.07
H2 -1.7811 -0.4768 -0.3810  0.14
H3 1.4178 -2.5339 0.4075  0.14
H4 1.1386 -0.9131 1.0471  0.10
H5 -0.9386 -1.8389 -2.1179  0.13
H6 0.1445 -3.0851 -1.5196  0.13
H7 1.3188 1.6592 0.7951  0.06
H8 0.4262 1.2577 1.9468  0.08
O1 1.0063 0.8964 1.2717  -0.05
H9 -0.1731 3.9280 0.1503  0.07
H10 -1.0798 3.1147 -0.3945  0.06
O2 -0.5680 3.0773 0.4290  -0.06

---

Density functional theory data (the ωB97M-V functional and the def2-TZVPD basis) for a molecular structure, C3HO3Pb at a distorted geometry.

Summary:
LUMO energy (spin up / spin down) (eV): -1.5223 / -1.4374
Electronic energy (eV): -14511.141
HOMO (spin up / spin down) (eV): -7.13 / -7.60
Spin multiplicity: 2
Gap between HOMO and LUMO (spin up / spin down) (eV): 5.61 / 6.16

Last column: Löwdin charge in e.
Cartesian coordinates (Å):
O1 -0.8088 0.6306 0.9706  -0.07
C1 -0.4406 0.2416 2.2490  -0.16
H1 -0.6488 0.9446 3.0509  0.12
C2 0.3777 -0.7907 2.4323  -0.14
O2 1.3415 -1.3835 2.0349  0.11
C3 -0.0547 0.0086 0.0245  -0.34
O3 -0.7835 -0.6099 -0.7856  -0.48
Pb1 -0.2365 -1.4107 -2.6412  0.97

---

Density functional theory data (the ωB97M-V functional and the def2-TZVPD basis) for 2 unconnected molecules or ions with the total composition C3H10N2O2 at a distorted geometry.

Summary:
LUMO energy (eV): 0.7068
Energy relative to the best compared isomer or geometry (same formula, charge and spin) (kJ/mol): 128.5
Electronic energy (eV): -10348.156
HOMO (eV): -8.81
Gap between HOMO and LUMO (eV): 9.52
SMILES string: NCCC(N)=O.O

Last column: Löwdin charge in e.
Cartesian coordinates (Å):
N1 1.5749 -1.1264 1.7449  0.00
C1 0.8131 -1.7735 0.7034  -0.25
C2 -0.1067 -0.6788 -0.0747  -0.09
C3 0.6591 0.5977 -0.1661  -0.59
N2 1.7900 0.5460 -0.9400  0.15
O1 0.4604 1.6171 0.4752  0.04
H1 1.8760 -0.2203 1.4618  0.04
H2 1.7214 -1.5911 2.6131  0.07
H3 0.1476 -2.4930 1.2067  0.11
H4 1.4855 -2.2827 -0.0009  0.09
H5 -0.4943 -1.0382 -1.0309  0.11
H6 -0.9769 -0.5408 0.5848  0.11
H7 2.3965 1.3495 -0.8687  0.11
H8 2.0211 -0.1839 -1.5879  0.10
O2 -4.4871 0.9568 -1.5767  -0.05
H9 -3.8624 1.6161 -1.8781  0.03
H10 -4.2641 0.4692 -0.7891  0.02

---

Density functional theory data (the ωB97M-V functional and the def2-TZVPD basis) for C7H13NO in the gas phase at a distorted geometry.

Summary:
LUMO energy (spin up / spin down) (eV): -0.6439 / -0.6459
Energy relative to the best compared isomer or geometry (same formula, charge and spin) (kJ/mol): 331.0
Electronic energy (eV): -11004.323
HOMO (spin up / spin down) (eV): -8.23 / -8.23
Gap between HOMO and LUMO (spin up / spin down) (eV): 7.59 / 7.59

Last column: Löwdin charge in e.
Cartesian coordinates (Å):
C1 -0.6464 -0.7048 1.9123  -0.11
C2 -1.3236 -0.1185 -1.7234  -0.04
C3 -1.6919 1.4051 0.2516  -0.03
C4 -0.8816 0.2393 -0.3077  -0.53
N1 -0.6145 -0.8903 0.4817  0.06
H1 -0.0493 0.1589 2.2444  0.09
H2 -1.6790 -0.5154 2.2343  0.10
H3 -0.2966 -1.6129 2.4021  0.08
H4 -0.8488 -1.0314 -2.0793  0.07
H5 -2.4042 -0.2875 -1.7383  0.08
H6 -1.6589 2.2389 -0.4509  0.09
H7 -1.0935 0.6932 -2.4161  0.09
H8 -1.3042 1.7709 1.1981  0.07
H9 -2.7339 1.0960 0.3717  0.09
C5 2.9297 -0.6600 -0.2841  -0.07
C6 1.4631 -0.5868 -0.5185  -0.02
C7 0.7432 0.5667 -0.1429  -0.42
O1 1.0986 1.5236 0.5324  0.04
H10 1.0436 -1.2671 -1.2448  0.10
H11 3.2598 -1.6999 -0.2217  0.08
H12 3.4824 -0.2086 -1.1188  0.09
H13 3.2061 -0.1094 0.6178  0.08

---

Density functional theory data (the ωB97M-V functional and the def2-TZVPD basis) for a molecular structure, C5H5ErFO4 at a distorted geometry.

Summary:
LUMO energy (spin up / spin down) (eV): -9.1702 / -12.7642
Energy relative to the best compared isomer or geometry (same formula, charge and spin) (kJ/mol): 48.2
Electronic energy (eV): -43770.740
HOMO (spin up / spin down) (eV): -16.82 / -15.28
Net charge: +2
Spin multiplicity: 5
Gap between HOMO and LUMO (spin up / spin down) (eV): 7.65 / 2.52

Last column: Löwdin charge in e.
Cartesian coordinates (Å):
C1 -0.0604 0.6114 -1.7551  -0.63
C2 0.2805 -0.7763 -2.3198  0.03
O1 1.0330 -0.4915 -3.4971  0.17
C3 1.3770 0.7978 -3.5276  -0.38
O2 0.8390 1.4606 -2.4987  0.24
O3 2.0798 1.2907 -4.3628  0.55
O4 0.0354 0.8021 -0.4820  -0.20
F1 -1.3281 0.9785 -2.2248  0.09
H1 -0.6146 -1.3470 -2.5841  0.17
Er1 -0.7888 0.4882 1.6750  1.81
H2 0.9028 -1.3368 -1.6106  0.16
C4 -0.2949 -0.5205 4.7802  -0.07
C5 -1.3583 -0.5665 3.9968  -0.16
H3 0.6692 -0.9670 4.5087  0.08
H4 -0.3363 0.0243 5.7363  0.10
H5 -2.4353 -0.4479 4.1656  0.05